Molecular formula: C28H43NOP2Tc
Method: DFT, ωB97M-V/def2-TZVPD

The spin multiplicity is 4. As for the total charge: +2. The expectation value of S² is 3.786. The calculation puts the HOMO energy (alpha / beta) at -13.3436 / -14.0951 eV.

```
76
Properties=species:S:1:pos:R:3:forces:R:3:mulliken_charge:R:1
Tc -1.213 -0.649 -0.598 0.12 -0.17 0.05 -1.192
C 3.404 0.507 -0.657 0.01 -0.01 -0.05 -1.405
C 2.442 -0.595 -0.213 0.11 0.11 0.12 1.354
C 3.161 -1.885 0.188 0.07 -0.06 0.01 -1.710
P 1.108 -0.958 -1.425 -0.23 -0.09 -0.05 2.289
C 1.592 -2.312 -2.548 0.09 -0.16 -0.05 0.411
C 0.455 -2.666 -3.510 -0.05 0.03 -0.01 -1.348
C 2.922 -2.142 -3.294 0.01 0.06 -0.06 -1.456
C 0.701 0.563 -2.324 0.13 0.13 -0.24 0.175
C 0.991 0.878 -3.657 0.02 -0.10 0.14 -1.285
C 0.621 2.097 -4.196 -0.04 0.12 -0.05 0.473
C 0.960 2.458 -5.613 0.01 -0.05 0.01 -1.657
C -0.081 3.011 -3.390 -0.03 0.02 0.03 -0.868
C -0.419 2.718 -2.088 0.07 -0.06 -0.12 -0.520
C -0.020 1.491 -1.552 -0.19 0.06 0.26 0.044
N -0.403 1.062 -0.257 0.25 0.24 0.25 0.600
C -0.018 1.656 0.953 -0.12 -0.11 -0.48 0.529
C 0.744 2.814 1.023 0.10 0.13 0.20 -0.826
C 1.099 3.305 2.271 0.03 0.06 -0.17 -1.116
C 0.721 2.673 3.455 0.03 0.04 0.07 0.068
C 1.093 3.241 4.796 0.04 -0.02 -0.02 -1.578
C -0.026 1.504 3.361 -0.06 -0.10 -0.13 -0.195
C -0.402 0.992 2.120 0.07 0.05 0.33 -0.265
P -1.267 -0.553 1.826 -0.30 -0.01 -0.37 1.340
C -2.914 -0.613 2.633 0.02 -0.12 0.28 0.947
C -4.023 -0.025 1.768 -0.04 0.07 -0.09 -1.416
C -2.922 0.055 4.013 -0.01 0.01 0.01 -1.650
C -0.260 -1.968 2.397 0.13 -0.06 0.17 0.786
C -0.246 -2.154 3.915 0.02 -0.05 0.00 -1.499
C -0.707 -3.251 1.692 -0.03 -0.06 -0.04 -1.464
H 4.160 0.654 0.116 -0.01 0.01 0.02 0.508
H 2.889 1.456 -0.808 -0.01 0.00 0.01 0.263
H 3.925 0.263 -1.581 0.01 -0.06 -0.04 0.253
H 1.901 -0.221 0.665 0.01 -0.01 -0.02 -0.228
H 3.795 -2.260 -0.615 -0.02 0.02 0.05 0.367
H 2.475 -2.687 0.473 -0.04 0.03 0.02 0.377
H 3.805 -1.682 1.044 0.00 0.00 0.00 0.461
H 1.706 -3.148 -1.847 0.00 0.02 0.01 0.574
H 0.206 -1.828 -4.164 0.00 -0.02 0.00 0.273
H -0.453 -2.971 -2.991 0.02 0.00 0.02 0.295
H 0.771 -3.494 -4.145 0.01 -0.01 0.01 0.514
H 2.799 -1.535 -4.189 0.01 0.04 0.00 0.312
H 3.265 -3.123 -3.622 -0.02 -0.01 -0.01 0.469
H 3.717 -1.704 -2.694 -0.03 0.01 0.03 0.277
H 1.532 0.176 -4.275 0.03 -0.02 0.00 0.072
H 1.444 1.632 -6.129 -0.01 0.00 -0.01 0.350
H 1.633 3.316 -5.642 -0.01 0.02 0.02 0.369
H 0.060 2.732 -6.164 0.00 0.01 -0.01 0.384
H -0.380 3.963 -3.810 0.02 0.00 -0.02 0.490
H -0.988 3.414 -1.486 -0.01 0.00 0.02 0.655
H 1.067 3.323 0.126 0.00 0.00 -0.01 0.512
H 1.697 4.206 2.324 -0.01 0.01 0.01 0.422
H 1.904 3.961 4.712 -0.01 0.00 -0.02 0.401
H 1.408 2.456 5.483 -0.03 -0.01 0.01 0.385
H 0.240 3.754 5.243 -0.01 0.00 0.01 0.328
H -0.310 0.993 4.271 0.00 -0.01 0.02 0.465
H -3.090 -1.688 2.758 -0.02 0.02 0.00 0.470
H -3.811 1.011 1.494 0.01 0.00 0.00 0.326
H -4.955 -0.032 2.334 0.00 0.01 0.00 0.528
H -4.188 -0.599 0.859 0.04 -0.03 -0.01 0.185
H -2.784 1.133 3.924 0.00 0.01 -0.02 0.415
H -2.170 -0.338 4.695 0.02 -0.02 -0.02 0.324
H -3.898 -0.115 4.469 0.01 0.00 0.01 0.483
H 0.751 -1.713 2.060 0.00 0.01 0.01 -0.037
H -1.236 -2.414 4.290 0.00 -0.01 0.00 0.356
H 0.112 -1.274 4.449 0.01 0.03 -0.03 0.313
H 0.421 -2.979 4.165 0.00 0.00 -0.01 0.484
H -1.719 -3.541 1.981 -0.01 0.01 0.00 0.385
H -0.042 -4.068 1.975 -0.02 -0.01 0.01 0.447
H -0.671 -3.178 0.599 0.01 0.05 0.01 0.236
C -4.419 -0.298 -1.867 0.03 0.07 0.19 -1.353
C -3.020 -0.642 -1.548 -0.20 -0.07 -0.21 0.624
O -2.331 -1.426 -2.207 0.10 -0.03 0.01 -0.478
H -5.043 -1.130 -1.525 -0.01 0.00 -0.01 0.397
H -4.542 -0.212 -2.947 0.00 0.00 -0.01 0.416
H -4.727 0.606 -1.348 -0.04 0.00 -0.05 0.369
```
Forces are in eV/Å.

=====

Molecular formula: C11H16N4O3
Method: DFT, ωB97M-V/def2-TZVPD

The structure (SMILES) is O=C(O)[C@H](Cc1c[nH]cn1)NC(=O)[C@@H]1CCCN1. Its energy relative to the best compared isomer or geometry (same formula, charge and spin) is 225.81 kJ/mol. The calculation puts the HOMO energy at -8.6930 eV.

```
34
Properties=species:S:1:pos:R:3:forces:R:3:mulliken_charge:R:1
O 1.171 2.549 0.276 0.43 0.89 -0.76 -0.555
C 0.653 1.559 -0.123 -2.24 -0.46 0.29 0.214
O -0.036 1.443 -1.315 1.33 -1.77 0.11 -0.625
C 0.444 0.405 0.867 -0.06 -1.20 -1.06 0.878
C 1.761 0.157 1.513 1.28 1.82 1.55 -1.299
C 2.902 -0.246 0.641 -0.29 1.09 -0.97 0.345
C 4.111 0.337 0.316 -0.53 -1.23 -0.29 -0.757
N 4.619 -0.440 -0.736 -0.88 1.22 1.93 -0.060
C 3.702 -1.399 -1.001 -0.88 0.22 0.08 -0.366
N 2.621 -1.279 -0.215 2.22 -0.55 -1.12 -0.409
N -0.052 -0.812 0.233 -2.66 1.25 0.81 -0.207
C -1.414 -1.080 0.262 -1.42 -2.14 -2.70 0.222
O -1.881 -2.090 -0.319 1.64 1.29 1.13 -0.686
C -2.499 -0.103 0.754 1.14 1.48 4.41 0.325
C -3.885 -0.742 0.889 0.69 -0.44 -0.50 -0.798
C -4.452 -0.347 -0.431 -3.04 0.99 -2.27 -0.556
C -3.521 0.705 -1.202 -1.40 -2.25 1.96 -0.761
N -2.751 1.118 -0.049 1.61 0.27 -0.60 -0.455
H -0.116 0.435 -1.501 -0.02 2.14 0.59 0.446
H -0.294 0.669 1.653 0.54 0.38 -0.66 0.325
H 1.623 -0.613 2.213 -0.23 -1.10 1.23 0.515
H 1.943 1.097 2.090 0.41 -0.83 -0.42 0.359
H 4.688 1.162 0.692 -0.18 0.07 0.16 0.421
H 5.543 -0.185 -1.024 0.16 -0.78 -0.87 0.206
H 3.791 -2.078 -1.836 0.07 -0.07 0.20 0.436
H 0.590 -1.513 -0.077 0.39 -0.45 -0.21 0.278
H -2.287 0.140 1.905 0.27 0.20 -2.33 0.260
H -3.796 -1.825 0.907 0.09 0.04 0.29 0.303
H -4.534 -0.424 1.737 1.03 0.17 -0.49 0.351
H -4.605 -1.236 -1.052 -0.22 0.30 0.00 0.296
H -5.461 0.137 -0.195 1.13 -0.59 -0.91 0.294
H -4.012 1.520 -1.642 -1.25 1.36 -0.05 0.486
H -3.032 0.298 -2.082 0.84 -0.84 0.22 0.248
H -1.954 1.619 -0.469 0.01 -0.46 1.24 0.325
```
Forces are in eV/Å.

=====

Molecular formula: C4H7NO2
Method: DFT, ωB97M-V/def2-TZVPD

The structure (SMILES) is C=C[C@@H](O)C(N)=O. Its energy relative to the best compared isomer or geometry (same formula, charge and spin) is 212.34 kJ/mol. The calculation puts the HOMO energy at -9.1923 eV.

```
14
Properties=species:S:1:pos:R:3:forces:R:3:mulliken_charge:R:1
C 2.040 0.165 -0.331 -0.41 0.22 -0.75 -0.678
C 0.822 0.655 -0.573 -0.50 1.62 -0.57 -0.028
C -0.264 0.901 0.502 -1.44 -3.53 -3.48 -0.438
O -1.191 1.892 0.259 0.26 -0.26 -1.17 -0.563
C -1.171 -0.555 0.175 1.76 3.93 0.00 0.557
N -0.663 -1.788 0.313 -1.17 0.46 -0.73 -0.354
O -2.136 -0.282 -0.508 -0.43 -0.91 0.24 -0.646
H 2.840 0.151 -1.090 -0.66 -0.27 0.41 0.245
H 2.251 -0.266 0.638 0.29 0.24 0.22 0.226
H 0.459 1.027 -1.580 0.86 -0.46 1.07 0.242
H 0.187 1.038 1.405 0.88 0.00 2.77 0.545
H -1.720 1.483 -0.486 0.04 0.67 0.96 0.380
H -0.014 -2.038 0.987 1.49 0.03 1.45 0.226
H -1.440 -2.382 0.289 -0.97 -1.76 -0.41 0.286
```
Forces are in eV/Å.

=====

Molecular formula: C4H7N2O
Method: DFT, ωB97M-V/def2-TZVPD

As for the total charge: -1. The structure (SMILES) is [H]/N=C/C(CC)=N\[O-]. Its energy relative to the best compared isomer or geometry (same formula, charge and spin) is 0.00 kJ/mol. The calculation puts the HOMO energy at -2.8971 eV.

```
14
Properties=species:S:1:pos:R:3:forces:R:3:mulliken_charge:R:1
H -0.101 -3.008 0.100 -0.30 0.28 -0.07 0.182
N 0.068 -2.010 -0.040 0.51 -0.23 -0.02 -0.631
C -1.007 -1.305 0.025 -0.86 -0.64 0.18 -0.033
C -1.021 0.104 -0.086 3.08 1.28 0.42 0.182
C 0.367 0.874 -0.358 -0.05 -0.09 -0.16 -0.459
C 1.845 0.800 0.333 -2.62 -0.73 -0.34 -0.978
N -2.048 0.916 0.004 -1.17 -0.14 0.16 -0.403
O -3.241 0.430 0.136 0.72 0.08 -0.09 -0.629
H -2.005 -1.745 0.191 0.24 0.03 -0.03 0.381
H 0.083 1.930 -0.302 -0.08 -0.09 -0.15 0.336
H 0.574 0.653 -1.412 0.11 0.13 -0.08 0.179
H 2.493 1.425 -0.271 0.16 0.15 -0.06 0.293
H 2.186 -0.229 0.327 0.17 -0.12 0.02 0.307
H 1.808 1.165 1.354 0.09 0.09 0.20 0.273
```
Forces are in eV/Å.

=====

Molecular formula: C5H14N7
Method: DFT, ωB97M-V/def2-TZVPD

As for the total charge: +1. The structure (SMILES) is C=C[C@@]1(N)NC(=[NH2+])NC(N)(N)N1. Its energy relative to the best compared isomer or geometry (same formula, charge and spin) is 159.10 kJ/mol. The calculation puts the HOMO energy at -12.6702 eV.

```
26
Properties=species:S:1:pos:R:3:forces:R:3:mulliken_charge:R:1
C 2.335 -1.021 -1.731 -1.44 2.24 0.67 -0.897
C 2.152 -1.180 -0.436 -1.07 1.22 -0.57 -0.677
C 1.146 -0.433 0.397 -2.48 0.28 -0.37 0.775
N 1.639 -0.479 1.710 -0.05 2.25 3.86 -0.681
N 0.800 0.978 -0.123 2.84 -0.17 0.08 -0.177
C -0.302 1.659 0.141 -0.76 0.28 -0.41 0.366
N -0.397 3.006 0.162 -0.26 0.73 -0.15 -0.460
N -1.370 0.937 0.293 -3.15 -2.00 0.48 -0.318
C -1.418 -0.615 -0.013 1.47 1.25 -1.13 0.650
N -2.560 -1.201 0.585 -1.55 0.84 2.86 -0.747
N -1.457 -0.761 -1.465 -1.39 1.29 -0.76 -0.607
N -0.161 -1.135 0.382 0.12 -2.62 3.04 -0.252
H 3.044 -1.562 -2.200 2.19 -2.02 -1.51 0.371
H 1.888 -0.250 -2.389 -0.13 -0.48 0.88 0.251
H 2.587 -1.913 0.200 0.71 -0.72 -0.13 0.357
H 2.615 -0.199 1.920 -0.55 -0.56 -1.08 0.259
H 1.118 0.103 2.466 0.50 -1.49 -2.03 0.229
H 1.689 1.478 -0.180 -0.59 0.18 -0.29 0.370
H 0.539 3.427 -0.033 -1.87 0.48 0.32 0.245
H -1.391 3.513 0.141 3.53 -1.44 -0.12 0.292
H -2.260 1.306 0.675 1.16 -0.03 -0.53 0.268
H -2.682 -1.107 1.653 1.23 -0.43 -1.86 0.289
H -3.382 -0.627 0.335 0.38 -0.76 -0.70 0.280
H -2.297 -0.330 -1.868 0.33 0.63 0.34 0.237
H -1.670 -1.703 -1.764 0.77 -0.71 0.68 0.265
H -0.202 -1.891 1.142 0.07 1.74 -1.59 0.310
```
Forces are in eV/Å.

=====

no.,maximum force (eV Å⁻¹)
1,0.504
2,4.788
3,5.158
4,3.367
5,4.471